No. 1
{"formula": "C24H31IrN7S2", "method": "ωB97M-V/def2-TZVPD", "e_homo_ev": -10.060, "orbital_gap_ha": 0.2577, "charge": 1, "symbols": ["Ir", "C", "C", "N", "C", "S", "N", "N", "C", "C", "C", "C", "C", "C", "C", "N", "H", "H", "H", "H", "H", "H", "H", "H", "H", "H", "H", "H", "H", "C", "C", "C", "C", "N", "C", "S", "N", "H", "H", "H", "H", "H", "C", "N", "C", "C", "C", "C", "C", "C", "C", "C", "H", "H", "H", "H", "H", "H", "H", "H", "H", "H", "H", "H", "H"], "coordinates": [[0.185917, 0.579262, -0.290946], [3.865954, -1.386150, 3.671407], [3.698982, 0.121661, 3.510754], [2.305671, 0.549372, 3.521425], [1.450838, 0.446983, 2.501533], [2.057248, -0.115226, 0.972007], [0.194601, 0.780977, 2.728169], [-0.626400, 0.743891, 1.667981], [-1.760375, 1.370095, 1.728630], [-2.275083, 1.964652, 2.999042], [-2.488034, 1.479883, 0.476248], [-3.747017, 2.055274, 0.361365], [-4.389227, 2.068347, -0.862272], [-3.757273, 1.498147, -1.957661], [-2.493337, 0.973599, -1.778145], [-1.872561, 0.978483, -0.594440], [4.916671, -1.654842, 3.556812], [3.291744, -1.916690, 2.911545], [3.533101, -1.708116, 4.659938], [4.153412, 0.449820, 2.577491], [4.196793, 0.641006, 4.327584], [1.897700, 0.833384, 4.398877], [-1.503879, 1.912688, 3.758249], [-3.158331, 1.427742, 3.354082], [-2.554292, 3.008137, 2.843972], [-4.214707, 2.481742, 1.238329], [-5.372793, 2.506241, -0.968317], [-4.230013, 1.461250, -2.928704], [-1.947866, 0.519909, -2.595585], [3.188869, 4.914933, -3.771532], [2.353476, 3.813687, -3.199177], [1.954507, 2.717344, -3.978728], [1.252632, 1.722203, -3.352276], [0.954195, 1.785251, -2.051048], [1.333720, 2.893881, -1.376369], [0.875774, 2.892071, 0.269288], [2.020590, 3.902336, -1.916654], [2.840280, 5.196058, -4.765589], [4.222378, 4.572785, -3.862711], [3.173236, 5.777633, -3.111470], [2.198480, 2.658174, -5.029313], [0.915619, 0.841256, -3.885873], [-1.677298, -4.442026, 1.368354], [-1.443412, -2.980678, 1.509093], [-0.025560, -2.705088, 1.879297], [-1.883844, -2.178516, 0.290042], [-0.965820, -2.297583, -0.889857], [-1.071741, -3.442037, -1.691464], [-0.285231, -3.609946, -2.814078], [0.628030, -2.616240, -3.139468], [0.722620, -1.476423, -2.354359], [-0.072458, -1.263300, -1.217297], [-1.473731, -4.932283, 2.317596], [-1.006152, -4.834374, 0.610802], [-2.709284, -4.629408, 1.081787], [-2.023906, -2.647904, 2.277133], [0.621406, -3.010516, 1.061999], [0.224001, -3.253777, 2.785096], [0.102869, -1.638284, 2.041372], [-1.924054, -1.139529, 0.607705], [-2.890744, -2.515228, 0.042575], [-1.799478, -4.207032, -1.438032], [-0.388825, -4.492930, -3.430591], [1.260785, -2.726149, -4.011938], [1.440626, -0.719883, -2.643684]], "forces_ev_per_angstrom": [[-1.052, 1.424, 1.626], [-0.022, 0.100, 0.078], [-0.027, -0.128, -0.046], [-0.015, -0.098, 0.344], [0.015, -0.178, -0.785], [0.460, 0.016, -0.697], [-0.119, -0.193, 0.977], [1.132, 0.063, -1.816], [-0.324, -0.119, 0.580], [-0.021, 0.106, -0.108], [-0.366, -0.025, 0.382], [-0.291, 0.030, 0.246], [0.029, 0.016, 0.010], [0.024, -0.096, 0.056], [-0.037, -0.091, -0.182], [0.866, 0.370, -1.452], [-0.028, -0.028, 0.021], [0.035, -0.013, -0.011], [0.002, -0.031, -0.038], [-0.016, 0.079, -0.019], [0.006, 0.067, -0.028], [-0.019, 0.004, -0.017], [-0.018, 0.028, 0.033], [-0.019, 0.020, -0.031], [-0.007, -0.007, 0.015], [-0.016, -0.028, -0.038], [0.021, 0.025, 0.063], [0.047, 0.017, 0.000], [0.066, 0.065, 0.016], [-0.025, -0.025, -0.005], [-0.074, 0.025, 0.162], [-0.010, 0.136, -0.013], [-0.111, -0.288, -0.071], [0.039, -0.876, 0.752], [0.133, 0.308, -0.144], [-0.363, -0.247, 0.028], [0.036, -0.082, -0.181], [0.029, -0.005, 0.015], [-0.014, 0.003, -0.028], [-0.027, 0.000, -0.003], [-0.026, -0.033, 0.005], [0.026, 0.033, -0.004], [-0.039, -0.189, 0.026], [0.042, -0.050, -0.003], [0.164, 0.133, 0.093], [0.048, 0.216, -0.267], [-0.017, -0.117, -0.165], [-0.068, 0.013, 0.029], [-0.003, -0.050, 0.016], [-0.012, 0.073, 0.054], [-0.025, -0.179, -0.115], [0.169, 0.028, 0.341], [0.043, 0.083, 0.031], [0.028, 0.064, -0.027], [-0.010, 0.090, -0.025], [-0.017, -0.024, 0.032], [-0.077, -0.016, -0.048], [-0.099, -0.053, -0.006], [-0.093, -0.101, -0.032], [0.017, -0.113, 0.159], [-0.018, -0.101, 0.141], [-0.033, 0.037, -0.069], [0.013, 0.002, 0.019], [0.000, 0.006, 0.016], [0.068, -0.101, 0.108]]}

No. 2
{"formula": "C4H23NO9S", "method": "ωB97M-V/def2-TZVPD", "e_homo_ev": -8.903, "orbital_gap_ha": 0.3393, "symbols": ["C", "C", "C", "S", "N", "C", "O", "O", "H", "H", "H", "H", "H", "H", "H", "H", "H", "O", "H", "H", "O", "H", "H", "O", "H", "H", "O", "H", "H", "O", "H", "H", "O", "H", "H", "O", "H", "H"], "coordinates": [[0.524490, -1.836395, 2.520558], [0.283152, -0.520996, 1.875192], [1.629507, 0.051192, 1.380246], [2.370606, 1.532563, 2.085109], [-0.598030, -0.801584, 0.719551], [-0.300083, -1.286829, -0.495987], [0.801527, -1.495649, -1.023074], [-1.469591, -1.461490, -1.131274], [0.687876, -2.682934, 1.867294], [1.268533, -1.896250, 3.337281], [-0.306659, -2.188995, 3.136802], [-0.207935, 0.286833, 2.430705], [1.512071, 0.287688, 0.280046], [2.412553, -0.693245, 1.275484], [2.282789, 1.143775, 3.322269], [-1.565870, -0.549473, 0.841908], [-1.398837, -1.729756, -2.131504], [-0.180390, 3.632715, 0.032437], [0.136107, 3.331154, -0.828178], [-1.098419, 3.871461, -0.114391], [-1.059496, 2.738362, 2.698241], [-1.274332, 3.631491, 3.008568], [-0.442914, 2.765942, 1.951905], [1.117837, -3.362523, -2.944365], [1.248454, -4.237467, -2.562667], [1.170602, -2.738813, -2.180238], [0.336092, 0.061159, -3.449343], [0.888627, 0.553732, -4.059450], [0.794917, -0.624487, -2.945422], [-1.295540, -2.029389, -3.518908], [-0.559563, -2.656214, -3.687416], [-1.104694, -1.297888, -4.133839], [-2.767669, 0.329687, 2.297054], [-2.369127, 1.162872, 2.621958], [-3.692961, 0.412569, 2.547635], [-1.081882, 1.911144, -1.908949], [-0.704648, 1.533527, -2.719029], [-1.024415, 1.214938, -1.247588]], "forces_ev_per_angstrom": [[-0.371, -1.483, 3.172], [0.932, 0.424, -1.790], [0.327, 0.168, -2.655], [-0.421, 0.343, -0.736], [0.644, 0.819, 0.528], [-1.633, 0.092, -0.739], [0.095, 0.026, 0.594], [0.365, -0.220, -0.339], [0.385, 0.278, -0.658], [0.419, 0.601, -0.745], [-0.721, 0.290, -0.381], [-0.013, -0.711, 0.336], [0.000, 0.238, 1.227], [-0.087, -0.417, 0.562], [0.064, -0.262, 1.216], [-0.197, -0.180, 0.170], [0.340, 0.384, 0.929], [0.374, 0.269, 0.455], [-0.327, -0.174, 0.051], [-0.092, -0.102, -0.207], [-0.519, -0.287, 0.505], [0.433, -0.379, -0.486], [0.012, 0.593, -0.061], [0.098, 0.086, 0.197], [-0.012, 0.081, -0.123], [-0.213, -0.296, -0.227], [-0.651, 0.426, -0.494], [0.592, -0.410, 0.198], [0.428, 0.273, 0.026], [0.167, -0.551, -1.575], [-0.187, 0.006, 0.429], [-0.153, -0.084, 0.591], [0.027, 0.540, 0.341], [0.071, -0.211, -0.280], [-0.019, -0.171, -0.115], [-0.012, 0.429, -0.329], [-0.126, -0.293, 0.500], [-0.019, -0.136, -0.088]]}

No. 3
{"formula": "C5H9NO", "method": "ωB97M-V/def2-TZVPD", "e_homo_ev": -8.510, "orbital_gap_ha": 0.3429, "symbols": ["C", "C", "C", "C", "O", "N", "C", "H", "H", "H", "H", "H", "H", "H", "H", "H"], "coordinates": [[2.034926, 1.656202, 0.547186], [0.912819, 1.332555, -0.382947], [-0.370224, 1.350670, 0.046085], [-1.008047, 0.045178, -0.146123], [-2.314994, 0.081389, 0.159572], [-0.312110, -0.995640, -0.407744], [-0.840290, -2.337515, -0.457514], [1.703074, 1.616215, 1.590804], [2.485165, 2.626162, 0.339152], [2.800815, 0.878898, 0.435996], [1.191542, 0.780832, -1.279966], [-0.695840, 1.909555, 0.915371], [-2.724412, -0.780824, 0.013940], [-0.124128, -3.009496, 0.030255], [-0.957781, -2.681113, -1.486948], [-1.780515, -2.473069, 0.082881]], "forces_ev_per_angstrom": [[0.273, 0.723, -0.090], [-0.338, 0.109, 0.913], [1.630, -1.170, -0.371], [-0.171, -0.588, -0.610], [-1.097, -0.198, -0.024], [0.029, 0.486, -0.046], [0.006, 0.162, 0.245], [0.021, 0.223, -0.265], [0.314, 0.055, 0.110], [-0.086, 0.222, -0.097], [-0.329, -0.090, 0.284], [0.121, -0.008, 0.045], [0.072, 0.001, 0.108], [-0.072, 0.136, -0.157], [-0.083, 0.040, -0.010], [-0.293, -0.103, -0.035]]}

No. 4
{"formula": "C3H13NO3", "method": "ωB97M-V/def2-TZVPD", "e_homo_ev": -8.044, "orbital_gap_ha": 0.3069, "symbols": ["C", "C", "C", "N", "H", "H", "H", "H", "H", "H", "H", "O", "H", "H", "O", "H", "H", "O", "H", "H"], "coordinates": [[-1.648520, 2.281535, 0.210418], [-0.980144, 1.256251, -0.387232], [-0.770321, 1.200703, -1.863042], [-0.571221, 0.093235, 0.308473], [-1.324311, 2.732034, 1.146193], [-2.618006, 2.571584, -0.161025], [-0.280511, 0.253822, -2.124409], [-1.752867, 1.380800, -2.327753], [-0.044697, 1.890383, -2.318098], [-0.291889, -0.626186, -0.337212], [-1.348157, -0.178814, 0.891030], [3.887593, -1.298665, 0.669633], [3.119356, -0.817626, 1.009876], [4.579892, -1.104885, 1.316481], [2.280800, 0.674567, 1.767301], [2.753494, 1.484993, 1.982972], [1.357503, 0.943948, 1.683320], [-2.904941, -3.359305, -1.083253], [-2.778552, -2.422630, -1.194795], [-3.333496, -3.510761, -0.240683]], "forces_ev_per_angstrom": [[0.445, -0.262, 0.489], [-0.325, -0.156, 0.009], [-0.007, -0.516, -0.694], [0.297, 1.424, 0.093], [-0.581, -0.976, 0.517], [0.485, 1.110, -0.952], [-0.835, -0.240, -0.285], [0.411, -0.334, -0.309], [-0.444, 0.509, 0.748], [0.229, -0.242, 0.245], [0.395, -0.272, 0.225], [0.257, -0.123, 0.167], [0.127, 0.124, -0.047], [-0.200, -0.119, -0.229], [-0.236, 0.386, 0.218], [0.084, -0.081, -0.040], [-0.092, -0.253, -0.150], [0.154, -0.661, -0.307], [-0.090, 0.477, 0.142], [-0.075, 0.204, 0.160]]}

No. 5
{"formula": "C6H20IO6", "method": "ωB97M-V/def2-TZVPD", "e_homo_ev": -4.605, "orbital_gap_ha": 0.2745, "charge": -1, "symbols": ["I", "C", "O", "H", "H", "H", "H", "C", "O", "H", "H", "H", "H", "C", "C", "O", "O", "H", "H", "H", "H", "H", "H", "C", "C", "O", "O", "H", "H", "H", "H", "H", "H"], "coordinates": [[25.896583, 19.925492, 3.316161], [22.756145, 21.750090, 4.149097], [22.909931, 21.703600, 2.798127], [21.766656, 22.141807, 4.384826], [22.790041, 20.749243, 4.579499], [23.441868, 22.327650, 4.769026], [23.562197, 21.034964, 2.576586], [25.083432, 16.744538, 5.902899], [25.885468, 16.771553, 4.755989], [25.733817, 17.001288, 6.739074], [24.217492, 17.383757, 5.730678], [24.836136, 15.716459, 6.167492], [25.648510, 17.549552, 4.245915], [27.970449, 21.184323, 7.220466], [26.554679, 20.607288, 7.394092], [25.680207, 21.530702, 6.701211], [28.440649, 21.158502, 5.883587], [28.619703, 20.563641, 7.837982], [28.136373, 22.141624, 7.714584], [26.367477, 20.519004, 8.464264], [26.382462, 19.580093, 7.072701], [25.468987, 21.260029, 5.804709], [29.356375, 21.442651, 5.931616], [30.298399, 23.911732, 3.044256], [28.882415, 23.539223, 3.252108], [28.425630, 22.496756, 2.438263], [30.882250, 24.637813, 4.089258], [30.713705, 24.401140, 2.163286], [30.755507, 22.930359, 2.917542], [28.307466, 24.422566, 2.974182], [28.668233, 23.328474, 4.299867], [27.495179, 22.277822, 2.527256], [30.214352, 25.236544, 4.431355]], "forces_ev_per_angstrom": [[-0.188, 0.125, -0.045], [-0.900, -0.668, 2.029], [-0.083, 0.686, -1.608], [-0.221, 0.125, -0.108], [-0.019, -0.237, 0.162], [0.598, 0.391, -0.478], [0.591, -0.198, 0.048], [0.841, -0.258, 0.027], [0.171, -0.930, -0.372], [-0.373, 0.859, 0.456], [-0.129, -0.076, 0.709], [-0.612, -0.202, -0.450], [0.198, 0.519, -0.316], [0.484, -1.647, 0.786], [0.223, 1.539, -1.544], [-0.249, -0.179, 1.768], [-0.391, 0.240, 0.294], [0.308, -0.648, 0.121], [-0.840, 0.585, -0.332], [-0.432, 0.791, 0.185], [0.562, 0.023, -0.694], [0.357, -0.674, -0.424], [0.107, -0.006, -0.259], [2.066, -1.707, -1.005], [-2.565, 1.354, -0.464], [1.540, -0.402, -0.841], [0.051, 0.037, 1.243], [-1.406, 0.266, -0.821], [0.729, -0.247, 0.678], [-0.517, 0.484, 0.327], [0.382, -0.055, 0.272], [-0.250, -0.002, 0.554], [-0.031, 0.116, 0.100]]}

No. 6
{"formula": "C2H12NO2S", "method": "ωB97M-V/def2-TZVPD", "spin_multiplicity": 2, "e_homo_ev": [-18.669, -18.669], "orbital_gap_ha": [0.3798, 0.1972], "charge": 2, "symbols": ["C", "C", "S", "N", "H", "H", "H", "H", "H", "H", "H", "H", "H", "H", "O", "H", "H", "O"], "coordinates": [[-1.007519, -0.995747, -0.430673], [-1.669965, -0.737153, 0.945316], [-1.383653, 0.964005, 1.611499], [0.495060, -0.863040, -0.524877], [-1.255901, -1.990647, -0.765039], [-1.483910, -0.223317, -1.040999], [-2.733090, -0.897427, 0.847823], [-1.393048, -1.395610, 1.779854], [-1.656055, 0.479626, 2.839794], [0.749727, 0.146419, -0.597485], [0.881389, -1.219087, 0.349006], [0.876731, -1.405371, -1.303527], [3.574320, -1.037483, -2.258831], [2.500508, -1.595787, -3.115304], [2.619455, -1.189767, -2.243608], [1.782780, 2.401122, -0.573729], [1.110989, 1.777079, 0.623460], [1.068465, 1.789414, -0.343014]], "forces_ev_per_angstrom": [[-0.469, 0.943, 0.319], [1.633, -0.076, 0.132], [-0.553, -1.071, -0.179], [-1.645, 0.095, 1.219], [-0.379, -0.196, -0.093], [0.404, -0.452, -0.690], [-0.734, 0.256, -0.133], [0.249, -0.057, -0.243], [-0.112, 0.516, 0.382], [0.569, 0.006, -0.436], [0.540, -0.243, -0.229], [0.530, 0.203, -0.170], [-0.016, 0.109, 0.408], [-0.197, 0.020, 0.053], [0.080, -0.231, -0.553], [-0.033, -0.016, -0.414], [0.229, 0.339, -0.080], [-0.095, -0.145, 0.707]]}

How do the records compare in relative energy (zero: lowest compared OMol25 entry of this formula, charge and spin)? In the order shown, they have 18.08; 0.00; 61.38; 50.34; 43.37; 10.95 kcal per mole.